# 1
A cluster of 3 separate species, C8H11NO in total at a distorted geometry, computed with ωB97M-V/def2-TZVPD.

Values from the calculation:
Molar mass in g mol⁻¹: 137.18
E_LUMO in eV: 0.7
E in eV: -12008.1791

CARTESIAN COORDINATES (ANGSTROEM)
C  0.90918  0.77368  1.42543
C  -2.09291  1.96208  -0.64710
C  -2.66978  -1.74648  -0.27742
C  0.45969  1.10148  2.59664
C  1.55570  0.40694  0.32660
C  -1.70114  -1.29548  -1.28976
C  1.49148  1.24173  -0.94479
C  1.92197  -1.09457  0.27084
N  -3.32420  -2.03930  0.58103
O  -3.19272  1.73492  -0.76665
H  1.23952  1.50574  3.33468
H  -0.67260  1.01250  2.76420
H  -1.62032  -0.20107  -1.24370
H  -0.64061  -1.51355  -0.87158
H  -2.01530  -1.76705  -2.34006
H  0.92849  0.55317  -1.72122
H  2.46128  1.52869  -1.23625
H  0.79840  2.06184  -0.59445
H  2.35581  -1.48407  1.25970
H  2.74269  -1.13858  -0.53053
H  1.06537  -1.60262  -0.09562

=====

# 2
The molecule C2H5N5 at a distorted geometry, computed with ωB97M-V/def2-TZVPD.

Values from the calculation:
Structure (SMILES): CNn1cnnn1
Molar mass in g mol⁻¹: 99.10
E_LUMO in eV: 0.9
E in eV: -9602.9405

CARTESIAN COORDINATES (ANGSTROEM)
C  0.60972  -1.97030  -1.25049
C  0.20650  0.33112  1.31561
H  0.32784  -1.47098  -2.20132
H  0.49717  -3.08246  -1.35520
H  1.66053  -1.73451  -0.87679
H  -1.25374  -1.80545  -0.39102
H  0.54467  -0.21173  2.17197
N  -0.32312  -1.52554  -0.20334
N  -0.26776  -0.18097  0.15963
N  0.25980  1.63267  1.15023
N  -0.15339  1.88387  -0.06315
N  -0.46892  0.78143  -0.72029

=====

# 3
A structure of composition C20H20AsOPtS5, computed with ωB97M-V/def2-TZVPD.

Values from the calculation:
Total charge: -1
Molar mass in g mol⁻¹: 706.71
E_LUMO in eV: 2.3
E in eV: -141376.4493

CARTESIAN COORDINATES (ANGSTROEM)
Pt  -1.97126  0.33360  0.81174
O  -2.96595  -5.77053  3.73387
C  -2.86876  -4.68206  3.21578
S  -2.41670  -4.42744  1.52854
C  -2.51883  -2.67300  1.53702
C  -2.84278  -2.07616  2.70589
S  -2.92806  -0.36648  2.99465
S  -3.15158  -3.15743  4.05997
S  -2.21625  -1.83124  0.04714
C  -2.75892  3.40347  -2.78019
As  -2.39744  1.87381  -1.61762
C  -0.82469  1.17205  -2.50912
C  -3.86135  0.69182  -2.06848
S  -2.40776  2.68783  0.35895
H  -2.81894  3.11761  -3.83033
H  -1.94282  4.11010  -2.63353
H  -3.68895  3.87501  -2.46711
H  -0.97247  1.30703  -3.58098
H  -0.71373  0.12202  -2.25384
H  0.05167  1.72088  -2.17534
H  -4.15082  0.90135  -3.10063
H  -4.69312  0.88938  -1.39746
H  -3.55250  -0.34271  -1.95104
C  4.94629  2.16917  0.24811
C  4.46109  1.09088  0.97714
C  3.09958  0.83480  1.04505
C  2.17681  1.64898  0.37614
C  2.68409  2.74524  -0.32911
C  4.04563  3.00177  -0.40162
C  0.70710  1.45982  0.39862
C  0.00371  0.31523  0.46042
C  0.69575  -0.98902  0.51788
C  0.62170  -1.75527  1.68161
C  1.28075  -2.97313  1.76374
C  2.01676  -3.44651  0.68308
C  2.08769  -2.68853  -0.47768
C  1.43171  -1.46633  -0.55937
H  6.01069  2.36380  0.19712
H  5.15203  0.44372  1.50463
H  2.74130  -0.00102  1.62903
H  1.98562  3.40847  -0.83005
H  4.40497  3.85658  -0.96279
H  0.15849  2.39010  0.32067
H  0.02096  -1.39845  2.51208
H  1.19908  -3.55828  2.67183
H  2.52103  -4.40314  0.74300
H  2.65534  -3.04737  -1.32861
H  1.50386  -0.88046  -1.46879

=====

# 4
The molecule C27H27N3O2, computed with ωB97M-V/def2-TZVPD.

Values from the calculation:
Structure (SMILES): Cc1ccc(OCCn2c([C@@H]3CC(=O)N(Cc4ccccc4)C3)nc3ccccc32)cc1
Molar mass in g mol⁻¹: 425.53
E_LUMO in eV: 0.6
E in eV: -37004.0699

CARTESIAN COORDINATES (ANGSTROEM)
C  -1.02155  4.99050  -4.19509
C  -0.19188  4.34728  -3.12608
C  0.67508  3.30350  -3.43887
C  1.44415  2.70307  -2.46641
C  1.37075  3.13249  -1.13967
C  0.51380  4.17681  -0.81795
C  -0.25322  4.77041  -1.80865
H  -0.91362  5.58171  -1.53788
H  0.43394  4.54912  0.19185
O  2.17978  2.46086  -0.26259
C  2.03566  2.67406  1.11878
C  0.74455  2.05038  1.68251
N  0.77346  0.61778  1.59132
C  0.23526  -0.19513  0.62358
N  0.54088  -1.44905  0.78362
C  1.32988  -1.51057  1.90183
C  1.93237  -2.59840  2.52108
C  2.68147  -2.35343  3.65271
C  2.83553  -1.06419  4.16555
C  2.24756  0.03041  3.56286
C  1.49430  -0.20812  2.42474
H  2.37252  1.02452  3.96733
H  3.43077  -0.92000  5.05513
H  3.16390  -3.17565  4.16037
H  1.80617  -3.59020  2.11902
C  -0.64119  0.31223  -0.47493
H  -0.13980  1.12931  -0.99900
C  -2.01750  0.73595  0.06250
C  -2.86935  -0.52233  -0.07934
O  -3.92719  -0.73743  0.47113
N  -2.24806  -1.33569  -0.95050
C  -2.66155  -2.69607  -1.20419
C  -1.78019  -3.66454  -0.45559
C  -0.91761  -4.52092  -1.12260
C  -0.09329  -5.37668  -0.41212
C  -0.12094  -5.37546  0.97089
C  -0.97432  -4.51617  1.64335
C  -1.79884  -3.66493  0.93347
H  -2.46539  -2.99231  1.45250
H  -0.99377  -4.50842  2.72337
H  0.52234  -6.04458  1.52473
H  0.57438  -6.04221  -0.94027
H  -0.89198  -4.52320  -2.20384
H  -2.62639  -2.88804  -2.28149
H  -3.69559  -2.77401  -0.85511
C  -0.98512  -0.83491  -1.43697
H  -1.09321  -0.47000  -2.46669
H  -0.22645  -1.61869  -1.39944
H  -2.45602  1.53172  -0.54337
H  -2.01067  1.05628  1.10339
H  -0.11748  2.42662  1.12875
H  0.64493  2.33633  2.73439
H  2.90275  2.17987  1.56551
H  2.07228  3.74221  1.36684
H  2.11586  1.89297  -2.70364
H  0.74424  2.95772  -4.45992
H  -1.60513  4.24160  -4.72847
H  -0.38038  5.49000  -4.92076
H  -1.70090  5.72567  -3.77170

=====

# 5
A cluster of 40 separate species, H80O40 in total at a distorted geometry, computed with ωB97M-V/def2-TZVPD.

Values from the calculation:
Molar mass in g mol⁻¹: 720.60
E_LUMO in eV: -1.0
E in eV: -83188.2951

CARTESIAN COORDINATES (ANGSTROEM)
H  -3.13173  -2.13065  -5.38274
H  -1.67315  -1.35052  -5.45933
O  -2.40309  -1.71998  -5.86227
H  4.62773  -4.05330  1.30883
H  4.44026  -4.51613  2.68370
O  4.70793  -3.72973  2.12458
H  -0.19126  5.55897  3.36668
H  -1.36672  4.63790  4.03088
O  -0.59345  4.63206  3.49586
H  -1.49849  -5.33723  1.17336
H  -1.02042  -5.51027  2.56516
O  -0.95961  -4.74071  1.85210
H  -4.92232  3.02335  -2.07709
H  -4.74267  2.13066  -0.86032
O  -5.43243  2.67745  -1.32959
H  -5.60263  -3.88947  1.43541
O  -4.63517  -4.05222  1.40765
H  1.30518  3.06728  -3.13776
O  1.56449  2.30723  -2.65605
H  -2.00530  -2.98283  1.20424
H  -2.06149  -1.44052  1.19382
O  -2.37033  -2.25273  1.73815
H  5.43828  0.33728  1.24502
H  5.30027  -0.40805  2.72990
O  4.92575  0.21077  2.08622
H  2.68653  -5.26072  0.74844
H  3.89759  -5.17499  -0.18523
O  3.60812  -5.78744  0.52838
H  2.29247  -3.45799  -0.22603
H  3.27201  -3.38217  -1.62345
O  3.19405  -3.46940  -0.59287
H  -2.24544  4.48427  -0.75634
O  -1.83157  5.16514  -1.12099
H  -1.51497  2.53244  -3.34888
H  -0.20839  2.19851  -3.88278
O  -0.74644  2.97970  -3.55974
H  -0.37750  6.05182  -0.21029
H  -1.45926  5.99846  0.90537
O  -0.97843  6.61067  0.22150
H  3.52349  -3.24965  -4.33010
H  1.98909  -3.59603  -4.42164
O  2.88638  -3.83566  -4.66348
H  3.33500  5.86611  0.05993
H  4.25645  4.56745  -0.08870
O  3.63181  4.97986  0.39978
H  -5.09989  -1.84610  -3.65168
H  -4.54420  -0.86759  -2.43758
O  -5.27574  -1.26801  -2.88139
H  -4.54303  -4.84889  -0.67731
H  -5.21394  -3.95450  -1.69277
O  -4.71116  -4.80484  -1.61279
H  2.76692  -3.35061  2.05863
O  1.97130  -2.84270  1.76392
H  1.47575  -0.13548  -3.53580
H  0.05643  -0.96587  -3.68531
O  0.50612  -0.03720  -3.92604
H  0.50307  -2.01056  -1.59358
O  1.14881  -1.99008  -2.36381
H  2.03208  0.64148  1.67802
H  1.82323  -0.85653  1.57134
O  1.48562  -0.12445  1.18274
H  -2.73620  -0.50226  -0.36223
H  -3.96979  -1.55486  -0.66620
O  -3.09291  -1.21542  -1.00937
H  4.13012  2.65547  3.10542
H  4.41695  4.27594  2.61258
O  4.67041  3.37143  2.79315
H  -1.96058  -6.22618  -1.40481
H  -3.10458  -5.27461  -1.86589
O  -2.30478  -5.65251  -2.06220
H  -1.14366  2.44863  1.30779
H  -0.75596  3.86941  1.85557
O  -1.28981  3.48274  1.11532
H  -0.44880  0.57651  -1.15721
H  -0.41243  0.62110  0.44325
O  -0.87668  0.53549  -0.32259
H  1.59329  0.80126  4.00355
H  0.42943  1.98598  3.85104
O  1.37384  1.72008  3.62722
H  -2.14688  -0.91100  3.68662
H  -1.35263  -0.01965  4.48535
O  -1.55025  -0.25599  3.57877
H  2.88174  3.14285  0.84803
H  1.99045  2.86052  -0.26069
O  2.53240  2.57342  0.40820
H  4.27386  -1.01710  -0.95699
H  3.09327  -0.32989  -0.62668
O  3.51879  -0.64460  -1.41113
H  -3.17829  2.70941  3.81578
O  -3.19699  3.60563  4.06115
H  -3.13305  1.79396  0.66843
H  -4.46790  1.73073  1.55303
O  -3.63612  2.26963  1.26216
H  1.34390  -3.30477  2.29629
H  -3.86106  -3.44633  1.68105
H  2.01640  -1.74632  -2.15372
H  1.31116  1.48711  -3.05569
H  -2.38477  5.98518  -1.49427
H  -2.86791  4.07398  3.18917
O  0.60725  -4.63183  -2.31712
H  0.48479  -4.45065  -3.22185
H  -0.11044  -5.28689  -2.13361
O  1.30368  5.11494  -1.70057
H  0.70411  4.74267  -2.45678
H  1.97848  4.47297  -1.58788
O  1.00946  -0.49876  5.78323
H  1.32682  -1.35864  6.07995
H  0.63638  -0.59023  5.02691
O  4.96971  2.85491  -3.75144
H  4.01459  2.79063  -3.76892
H  4.79424  3.67846  -3.18432
O  1.57553  4.74886  4.47881
H  1.60872  4.01526  3.90532
H  0.84159  4.51190  5.14852
O  -0.24659  -4.30862  -4.81917
H  -1.05204  -4.78488  -4.84162
H  -0.36572  -3.43713  -5.21439
O  -3.76981  0.44386  2.52846
H  -3.55404  0.74505  3.32424
H  -3.75265  -0.67394  2.35703

=====

# 6
A structure of composition CH6ClP3 at a distorted geometry, computed with ωB97M-V/def2-TZVPD.

Values from the calculation:
Molar mass in g mol⁻¹: 146.43
E_LUMO in eV: 0.4
E in eV: -41519.9151

CARTESIAN COORDINATES (ANGSTROEM)
C  -0.19555  -0.00124  -0.36605
P  -0.04447  1.86818  0.06093
P  -1.53040  -1.10197  0.16708
P  1.24546  -0.80191  0.07088
Cl  2.98035  0.12608  -0.16159
H  -1.44501  1.94854  0.02730
H  0.03588  2.28034  -1.22254
H  -1.66799  -0.87547  1.45675
H  -2.49182  -0.17781  -0.25220
H  1.56052  -1.52070  1.26233
H  1.55304  -1.74404  -1.04289

=====

# 7
A cluster of 3 separate species, C2H13N2O2 in total at a distorted geometry, computed with ωB97M-V/def2-TZVPD.

Values from the calculation:
Multiplicity: 2
Molar mass in g mol⁻¹: 97.14
E_LUMO (alpha / beta) in eV: 0.9 / 0.7
E in eV: -9356.1852
Expectation value of S²: 0.751

CARTESIAN COORDINATES (ANGSTROEM)
C  1.49804  0.12151  2.43684
N  0.55135  0.65605  3.43981
C  0.70804  -0.83090  1.52317
N  -0.24117  0.09485  0.67506
H  1.69547  0.97883  1.78821
H  2.40277  -0.34987  2.81185
H  0.80458  1.61249  3.67787
H  0.54924  0.16001  4.32509
H  1.33017  -1.42652  0.86192
H  -0.08535  -1.41879  1.97554
H  -0.41701  0.88052  1.30977
H  -0.93845  -0.42000  0.12198
H  0.37261  0.50393  -0.10517
H  -3.49255  1.66246  -5.75556
H  -2.20032  1.18285  -6.45096
O  -2.56337  1.85550  -5.86997
H  -0.43828  -2.35546  -2.35753
H  0.52586  -1.30173  -2.56749
O  -0.06164  -1.60573  -1.84044

=====

# 8
The molecule C14H23NO3 at a distorted geometry, computed with ωB97M-V/def2-TZVPD.

Values from the calculation:
Structure (SMILES): CCCCC[C@@H]1C/C(=N\O)C=C(C)[C@H]1C(=O)OC
Molar mass in g mol⁻¹: 253.34
E_LUMO in eV: 0.8
E in eV: -22522.6591

CARTESIAN COORDINATES (ANGSTROEM)
C  3.20163  -0.11047  1.49007
C  2.79501  -1.24369  2.42460
C  1.30331  -1.59299  2.41255
C  0.83827  -2.44350  1.22425
C  0.45985  -1.68860  -0.05254
H  1.31025  -1.12081  -0.42678
H  0.22548  -2.43559  -0.81445
C  -0.75423  -0.75822  0.12109
C  -1.78997  -0.97533  -0.98220
C  -1.27712  -0.52815  -2.32023
N  -1.65035  -1.00131  -3.44398
O  -2.59932  -2.02775  -3.39844
H  -2.73736  -2.25364  -4.32804
C  -0.30610  0.54140  -2.35914
C  0.14099  1.14863  -1.25599
C  1.12883  2.26800  -1.29229
H  2.04556  1.98221  -0.77517
H  1.37407  2.53951  -2.31517
H  0.72127  3.14124  -0.78416
C  -0.33235  0.72442  0.10514
C  -1.50230  1.56535  0.59943
O  -1.99595  1.44473  1.69005
O  -1.92148  2.43714  -0.31983
C  -3.03026  3.25993  0.01677
H  -3.57007  3.45403  -0.90759
H  -3.67019  2.75208  0.74080
H  -2.67508  4.19826  0.44738
H  0.46843  0.87071  0.83732
H  0.03651  0.83540  -3.33966
H  -2.08114  -2.02639  -1.04288
H  -2.69708  -0.40208  -0.76198
H  -1.22923  -0.96524  1.08534
H  -0.03808  -3.01673  1.53777
H  1.62310  -3.16438  0.98206
H  0.70981  -0.68059  2.47920
H  1.10289  -2.16790  3.32035
H  3.37286  -2.13766  2.17849
H  3.06471  -0.95292  3.44334
H  2.62935  0.78883  1.71114
H  4.25655  0.12136  1.62475
H  3.04892  -0.37930  0.44863

=====

# 9
A cluster of 2 separate species, C3H10N2O2 in total, computed with ωB97M-V/def2-TZVPD.

Values from the calculation:
Structure (SMILES): NCCNC=O.O
Molar mass in g mol⁻¹: 106.12
E_LUMO in eV: 0.8
E in eV: -10348.7442

CARTESIAN COORDINATES (ANGSTROEM)
C  -0.62908  -1.34319  0.46476
N  -0.35260  -0.12248  -0.02183
C  0.65620  0.09851  -1.03882
C  1.99944  0.56313  -0.45768
N  2.93246  1.08511  -1.46040
O  -1.56309  -1.61572  1.20430
H  0.08209  -2.12769  0.15462
H  -1.07515  0.57464  0.13199
H  0.77772  -0.80538  -1.63768
H  0.31932  0.89941  -1.69234
H  2.50082  -0.24163  0.07373
H  1.80968  1.37148  0.25464
H  2.55685  1.94053  -1.85580
H  3.00264  0.42941  -2.23429
H  -2.37722  0.01193  1.54539
H  -3.60984  0.90250  1.27331
O  -2.65489  0.93534  1.38570

=====

# 10
A cluster of 2 separate species, C4H7NO in total at a distorted geometry, computed with ωB97M-V/def2-TZVPD.

Values from the calculation:
Molar mass in g mol⁻¹: 85.11
E_LUMO in eV: 1.0
E in eV: -7796.3103

CARTESIAN COORDINATES (ANGSTROEM)
C  -0.66262  1.80678  1.30605
N  -0.46616  1.90834  -0.09969
C  -0.28966  1.96202  -1.25719
C  0.33431  -1.32546  -0.88715
C  1.67819  -0.86125  -0.54947
O  0.66067  -0.93287  0.44043
H  -0.24330  0.85569  1.64055
H  -1.73183  1.84325  1.52875
H  -0.16170  2.63946  1.80576
H  -0.33454  -0.65110  -1.41917
H  0.14966  -2.39059  -1.02070
H  2.48471  -1.58483  -0.43516
H  1.97669  0.14642  -0.83631

=====

ΔE to the lowest compared entry with this formula, charge and spin per entry: 407.3 297.3 115.4 0.0 1690.5 73.5 100.2 191.9 71.7 321.7 kJ/mol